# C52H47N7O2P2ReS2

A molecular structure, C52H47N7O2P2ReS2 (ωB97M-V/def2-TZVPD, the Open Molecules 2025 dataset).

```
113
Properties=species:S:1:pos:R:3:forces:R:3
Re 1.5109 -1.1024 -0.5049 0.854 -0.806 -0.750
S -3.1113 4.9193 2.1085 0.345 -0.099 1.074
S 7.8177 -4.9143 -2.3194 0.391 -0.232 -0.081
P -2.0919 1.0724 -0.6160 -0.196 0.396 -0.314
P 0.7059 1.1395 -0.3203 -0.823 0.836 -0.146
O -1.5229 -3.5395 5.0626 0.184 0.099 -0.187
O -4.5515 -3.5799 -2.8072 0.138 0.039 0.088
N -0.3695 -1.9257 -0.8968 0.118 0.256 -0.146
N 2.2564 -3.1770 -0.7645 0.008 0.176 0.081
N 0.7212 -1.4109 1.2314 -1.269 -0.608 0.328
N 7.4191 -3.3882 -2.6121 0.097 -0.136 -0.016
N -0.7352 1.4907 0.4403 0.433 -0.523 0.313
N 3.3278 -0.9484 -1.6755 -0.457 0.143 0.013
N 6.4628 -5.4491 -1.6480 0.168 -0.034 -0.056
C -4.0578 3.0072 0.0952 -0.429 -0.111 -0.527
C 1.5320 4.4121 -2.6180 -0.025 0.005 0.030
C 0.7520 2.6560 -4.0765 -0.020 0.002 -0.054
C -2.1661 -3.2669 -0.0781 0.031 -0.005 0.265
C 6.1807 -3.2428 -2.1802 -0.297 0.042 0.116
C 5.8262 -0.8700 -2.9237 0.008 -0.009 0.029
C -0.9071 -1.9788 -2.1295 0.302 0.128 0.002
C -2.0724 -2.6549 -2.3888 -0.186 -0.132 0.146
C -2.9096 -0.2881 1.7648 0.005 -0.025 -0.149
C -2.7290 -3.3200 -1.3465 -0.066 0.087 -0.195
C -4.9178 -1.6101 1.8492 -0.149 -0.062 -0.017
C 4.2718 -4.4551 -1.1397 -0.004 -0.017 -0.026
C -4.3712 5.0822 -1.1229 -0.632 -0.453 0.601
C 1.3895 3.5745 -1.5224 0.156 -0.060 0.079
C 0.0642 -2.3692 3.8015 -0.956 -1.103 -0.516
C 3.4426 1.3992 0.3114 -0.243 -0.258 -0.070
C -0.6613 -2.7795 2.6158 -0.035 0.020 1.958
C -0.3340 -2.3016 1.3923 0.893 1.150 -1.525
C -0.1716 -3.1266 5.0827 -0.162 0.005 0.134
C 0.9244 -0.5579 2.3897 0.644 -0.303 0.382
C -2.6838 3.5069 -1.8099 0.091 0.571 -0.418
C 1.2206 3.9518 -3.8930 -0.032 0.023 -0.005
C 5.6321 -4.4241 -1.6267 -0.228 0.272 0.027
C -0.8988 2.4778 1.5390 -0.160 0.326 -0.006
C 0.8554 -1.2905 3.6916 0.301 0.913 -0.325
C -4.0166 -4.0486 -1.5988 -0.039 -0.051 -0.075
C 4.5793 1.0247 0.9169 -0.212 -0.066 -0.034
C 0.9491 2.2578 -1.7034 0.326 0.016 0.048
C 3.7393 0.1351 -2.3520 0.147 0.138 -0.049
C 0.6107 1.8149 -2.9847 0.087 -0.167 -0.015
C 2.3022 -5.5350 -0.3351 -0.071 0.016 0.002
C 1.6545 -4.3055 -0.3806 0.042 -0.090 0.106
C 2.1299 0.3097 2.1270 -0.073 -0.068 -0.140
C -3.1750 0.0560 0.4399 0.207 -0.019 0.195
C 3.5562 -3.2606 -1.1558 0.015 0.126 -0.090
C -1.2980 4.8882 2.1763 -0.294 -0.267 0.068
C 4.9617 0.2014 -3.0028 -0.025 0.014 -0.002
C -0.7128 3.9333 1.1246 0.091 0.318 0.166
C 3.4132 -0.4223 2.4450 -0.007 -0.096 0.090
C -3.0199 2.6450 -0.7713 -0.240 -0.384 0.351
C -1.0027 -2.5499 0.1223 -0.061 -0.220 0.126
C -3.7775 -1.1176 2.4666 0.172 -0.050 0.093
C -3.3537 4.7242 -1.9834 0.673 -0.578 -0.187
C 4.1342 -2.0446 -1.6880 -0.024 -0.192 0.077
C 5.4031 -2.0285 -2.2580 -0.069 0.005 0.009
C 4.5659 -0.0678 1.8780 0.159 -0.038 0.064
C -4.3249 -0.4492 -0.1727 0.080 0.119 -0.140
C -4.7301 4.2247 -0.0763 -0.187 -0.397 -1.028
C 3.6252 -5.6183 -0.7066 0.038 -0.011 0.001
C -3.4479 6.5446 1.4578 0.469 0.373 0.135
C -5.1942 -1.2688 0.5294 -0.082 -0.072 0.040
C 2.1366 0.7471 0.6552 0.013 0.439 0.378
H -5.6032 -2.2406 2.4035 0.020 0.036 -0.033
H 3.3869 -1.1767 3.2276 0.036 0.067 -0.068
H -6.0954 -1.6314 0.0479 0.038 0.022 0.040
H 0.3462 4.1643 1.0006 0.097 -0.058 0.063
H -3.1297 7.2811 2.2006 -0.153 0.016 -0.164
H -1.7249 -4.0482 5.8554 -0.023 -0.042 0.074
H 5.5155 1.5221 0.6920 -0.059 0.023 -0.003
H 3.0735 0.9798 -2.3716 -0.149 0.115 0.013
H -1.2058 4.0944 0.1668 0.086 0.101 -0.013
H 0.4960 2.3060 -5.0691 -0.013 0.017 0.052
H 1.3335 4.6108 -4.7451 0.003 -0.028 0.022
H 1.6315 3.9472 -0.5343 0.061 -0.033 -0.089
H 0.0324 0.0940 2.3758 -0.197 0.043 0.008
H -0.9350 5.9081 2.0681 0.117 -0.054 -0.037
H 1.7516 -6.4095 -0.0162 0.015 0.009 -0.014
H -3.0939 5.3727 -2.8112 0.025 -0.064 0.018
H -3.7852 -5.1212 -1.6352 -0.011 -0.031 0.011
H -5.2587 -4.1597 -3.1080 -0.075 -0.039 -0.037
H 2.0517 1.1946 2.7768 0.100 0.043 -0.074
H 0.2218 0.8129 -3.1224 -0.004 -0.022 -0.052
H 4.1685 -6.5561 -0.6902 -0.026 0.011 0.002
H -1.4878 -3.4702 2.7422 0.078 -0.059 0.000
H -0.3808 -1.4526 -2.9163 0.032 0.004 -0.001
H 0.0517 -2.4801 5.9353 -0.010 0.018 0.004
H 3.4502 2.1852 -0.4225 -0.026 0.154 -0.153
H -4.5207 6.6243 1.2980 0.056 0.062 0.009
H 5.2253 1.0991 -3.5456 -0.012 -0.022 0.017
H -3.5715 -1.3644 3.5031 -0.036 0.026 -0.038
H -2.0272 0.0956 2.2654 -0.053 0.081 0.028
H -1.8979 3.2253 -2.5055 -0.050 0.050 -0.023
H -4.9205 6.0018 -1.2871 0.030 -0.045 0.051
H -2.6619 -3.7337 0.7654 0.005 0.008 -0.034
H 1.3598 -0.8576 4.5512 -0.092 0.010 -0.016
H -4.4021 2.3108 0.8539 0.101 0.179 0.072
H 5.4999 -0.5354 2.1690 -0.069 0.015 -0.018
H -4.6966 -3.8909 -0.7527 0.062 0.028 0.005
H -2.4942 -2.6567 -3.3839 -0.015 0.001 -0.001
H 6.8076 -0.8494 -3.3843 -0.026 0.005 0.003
H -2.9017 6.6957 0.5254 -0.174 0.080 -0.018
H -1.9231 2.3387 1.8796 -0.130 0.033 0.118
H -0.2509 2.2561 2.3919 0.098 -0.168 -0.046
H -4.5519 -0.1861 -1.2030 -0.006 -0.017 0.056
H -1.0624 4.5429 3.1871 0.212 0.119 -0.049
H -5.5918 4.4540 0.5446 0.218 0.016 0.033
H 0.5101 -3.9833 5.1274 0.045 -0.004 -0.034
H 1.8872 5.4263 -2.4793 -0.029 -0.057 0.007
H 0.6158 -4.2479 -0.0967 -0.029 0.037 -0.020
```
Positions in Å, forces in eV/Å.

Maximum force = 2.11 eV Å⁻¹
<S²> = 0.981
Multiplicity = 2
Gap between HOMO and LUMO (alpha / beta) = 0.073 / 0.075 hartree
Total charge = +4